[1]
The following is a quantum chemistry calculation of one molecule with the formula C4H9NO at a distorted geometry, from OMol25.

```
15
Properties=species:S:1:pos:R:3:forces:R:3:mulliken_charge:R:1
C 0.78132 1.37938 -0.21476 -0.050 -0.034 -0.078 -1.586
C 0.04581 0.06931 0.02818 -0.152 0.108 -0.313 1.258
C -0.76519 -0.46162 -1.11440 -0.084 0.320 -0.219 -0.661
O -1.56155 -1.53667 -0.69557 -0.379 0.069 0.114 -0.532
C 0.63063 -0.93818 0.95739 0.134 -0.023 -1.007 -0.668
N -0.45339 -0.05660 1.37585 -0.117 0.177 0.264 -0.730
H 1.50825 1.61012 0.57799 -0.170 -0.246 -0.155 0.396
H 1.30065 1.44284 -1.17661 -0.099 -0.166 0.080 0.355
H 0.02368 2.17383 -0.19413 0.174 -0.030 -0.090 0.371
H -1.34518 0.36426 -1.54551 -0.256 -0.129 -0.146 0.284
H -0.07488 -0.83204 -1.88866 -0.200 0.135 0.170 0.251
H -1.86156 -1.28302 0.19289 -0.093 -0.195 -0.106 0.363
H 1.66552 -0.69666 0.80907 0.845 -0.094 1.787 0.353
H 0.31589 -1.97906 0.93841 0.331 0.241 -0.298 0.262
H -0.21000 0.74411 1.94986 0.116 -0.135 -0.004 0.284
```
Positions in Å, forces in eV/Å.

## Properties
- Highest occupied orbital energy: -9.56 eV
- ΔE to the lowest compared entry with this formula, charge and spin: 243.9 kJ/mol
- HOMO-LUMO gap: 10.6 eV
- Structure (SMILES): C[C@@]1(CO)CN1


[2]
The following is a quantum chemistry calculation of a 2-piece molecular cluster, C3H10N3S overall at a distorted geometry, from OMol25.

```
17
Properties=species:S:1:pos:R:3:forces:R:3:mulliken_spin:R:1
C -0.46101 2.13999 0.38093 0.129 0.788 1.254 -0.006
C -0.22427 -2.42393 0.16672 -0.058 -0.173 0.081 -0.002
C -0.60468 0.07201 -0.82637 -0.899 0.035 0.758 0.197
N -0.71020 2.12934 -1.88972 -0.025 2.208 -2.270 0.594
N 1.87882 0.27662 -0.45793 0.388 0.036 0.204 1.050
N -0.61696 1.43265 -0.86214 -0.232 -2.842 1.206 -0.046
S -0.80599 -0.77835 0.63780 0.109 0.431 -0.634 0.253
H -1.29210 1.92244 1.05444 -0.026 0.039 -0.139 -0.003
H -0.42509 3.20649 0.16559 -0.068 -0.185 -0.037 0.003
H 0.46703 1.81366 0.85663 -0.094 -0.029 -0.099 -0.004
H -1.06290 -3.10571 0.04242 -0.004 0.079 -0.010 0.009
H 0.40799 -2.77386 0.98626 -0.074 0.090 -0.126 0.010
H 0.36201 -2.36474 -0.74438 0.020 -0.037 -0.010 -0.002
H -0.59595 -0.46308 -1.76738 0.144 0.115 -0.091 0.008
H -0.82340 1.62039 -2.76819 0.019 -0.531 0.284 -0.011
H 2.26095 1.06121 -0.98487 0.319 0.026 -0.225 -0.020
H 2.29651 -0.56145 -0.85813 0.353 -0.052 -0.145 -0.031
```
Positions in Å, forces in eV/Å.

## Properties
- Multiplicity: 3
- Net charge: +1
- Highest occupied orbital energy (spin up / spin down): -12.93 / -14.39 eV
- ΔE to the lowest compared entry with this formula, charge and spin: 175.9 kJ/mol
- HOMO-LUMO gap (spin up / spin down): 8.7 / 8.0 eV


[3]
The following is a quantum chemistry calculation of C22H34CaN2O6P2S4Te as an isolated structure at a distorted geometry, from OMol25.

```
72
Properties=species:S:1:pos:R:3:forces:R:3:mulliken_charge:R:1
Ca 0.40747 -0.46704 -0.62096 -0.202 0.435 1.717 1.252
C 2.92507 2.60971 -0.91245 0.031 0.002 0.000 -0.836
C 3.42151 1.44032 -0.12517 -0.553 0.330 -0.210 0.373
N 2.65968 0.54440 0.43720 0.135 -0.329 -0.128 0.300
C 3.43227 -0.44170 1.01849 -0.382 -0.254 0.192 -0.210
C 4.77407 -0.26336 0.91677 -0.044 -0.063 0.090 -0.696
S 5.08958 1.16702 0.05145 0.401 -0.020 0.041 -0.249
C 2.78333 -1.64119 1.59100 0.015 0.428 -0.101 -0.279
C 3.39988 -2.58407 2.35004 0.049 0.104 -0.006 -0.486
S 2.34099 -3.89187 2.61009 0.234 -0.248 0.226 -0.242
C 1.13643 -3.10555 1.71209 -0.635 0.301 -0.293 -0.180
N 1.47122 -1.92643 1.26388 0.464 -0.125 -0.125 0.861
C -0.19125 -3.72890 1.43757 -0.038 -0.092 -0.004 -0.510
H 2.18742 2.28467 -1.64827 0.015 -0.043 0.043 0.091
H 3.75157 3.09490 -1.43064 -0.020 0.019 -0.003 0.489
H 2.43887 3.33366 -0.25744 0.025 -0.030 -0.018 0.109
H 5.55462 -0.91868 1.25962 0.055 -0.007 -0.013 0.423
H 4.40596 -2.57524 2.72926 0.043 -0.021 0.024 0.471
H -0.15361 -4.80925 1.57179 -0.011 0.011 0.028 0.552
H -0.47332 -3.52170 0.40466 0.063 0.007 0.017 -0.124
H -0.95968 -3.32913 2.10141 0.009 0.037 0.023 0.083
C -3.30991 -2.11124 0.15586 -0.108 -0.053 0.010 -1.519
P -2.44405 -0.59607 0.71679 0.171 -0.018 -0.163 1.539
C -3.68718 0.64830 0.20409 -0.047 0.047 -0.019 -1.492
C -2.79451 -0.64954 2.52139 -0.005 0.045 0.173 -1.220
C -2.19460 0.53914 3.28526 -0.165 -0.044 0.004 -1.227
P -0.35929 0.67492 3.19514 0.165 -0.135 -0.248 0.747
C 0.10165 -0.54485 4.48250 0.106 -0.026 0.211 -1.433
C -0.15119 2.21518 4.16726 -0.074 0.116 0.140 -1.160
H -3.60477 -1.97302 -0.88402 0.045 0.036 -0.004 0.369
H -4.20163 -2.28225 0.76553 -0.006 -0.014 -0.069 0.422
H -2.67394 -2.99346 0.19606 0.026 0.015 0.064 0.281
H -4.69129 0.23302 0.32130 -0.007 0.057 0.030 0.400
H -3.54035 0.92436 -0.84031 0.041 -0.052 -0.014 0.249
H -3.58914 1.54681 0.81416 -0.002 -0.017 -0.041 0.405
H -2.41813 -1.60172 2.90860 0.078 0.031 0.042 0.439
H -3.87919 -0.66936 2.66732 -0.014 -0.024 0.007 0.551
H -2.49802 0.50542 4.33728 -0.022 0.020 -0.014 0.603
H -2.58589 1.47112 2.86577 0.002 -0.005 0.032 0.281
H -0.44588 -0.37064 5.41248 0.014 -0.017 0.017 0.461
H 1.17229 -0.48589 4.68911 -0.010 0.039 -0.028 0.390
H -0.09786 -1.55913 4.14582 -0.059 -0.129 -0.105 0.282
H -0.61382 2.14460 5.15517 0.007 -0.020 0.005 0.413
H -0.60774 3.04997 3.63429 -0.014 -0.072 0.044 0.187
H 0.90866 2.44144 4.29047 0.019 -0.037 0.010 0.372
O 2.16433 -0.90971 -2.03946 0.217 -0.507 -0.235 -0.598
S 1.55105 -2.16051 -2.53991 -0.325 0.435 0.048 1.629
O 2.45249 -3.23212 -2.82627 0.118 -0.112 -0.013 -0.738
O 0.44887 -2.50096 -1.60938 0.288 -0.444 -0.483 -0.740
C 0.79589 -1.66564 -4.09506 -0.250 0.252 -0.171 -0.495
C 1.27718 -2.35484 -5.19501 -0.104 0.087 -0.082 -0.584
C 0.85804 -2.04375 -6.48601 0.158 -0.175 0.073 -0.600
C -0.04545 -1.03035 -6.68371 -0.144 0.173 -0.028 -0.664
C -0.54917 -0.32790 -5.59267 0.056 -0.055 -0.091 -0.495
C -0.15205 -0.62022 -4.30062 0.239 -0.301 0.035 -0.315
S -1.01407 0.33775 -3.04109 0.533 -0.244 0.481 1.527
O -1.90653 1.22762 -3.72334 -0.154 0.062 -0.033 -0.705
O -1.62181 -0.66805 -2.16283 -0.143 0.170 -0.174 -0.534
O 0.02107 1.04055 -2.23159 -0.247 0.333 -0.769 -0.458
H 1.99581 -3.14257 -5.03111 0.035 -0.027 0.027 0.569
H 1.25210 -2.60190 -7.32494 0.010 -0.011 0.002 0.396
H -0.37489 -0.77410 -7.68171 -0.017 0.010 -0.009 0.398
H -1.27379 0.45776 -5.74184 -0.021 0.031 0.019 0.570
C -1.61535 4.03683 -1.05944 -0.061 0.235 -0.060 -1.090
Te -0.63676 2.96946 0.47693 -0.054 -0.750 -0.148 0.579
C -0.19252 4.65670 1.65333 0.054 0.409 0.045 -1.385
H -0.93157 4.79903 -1.42392 -0.086 0.071 -0.085 0.369
H -2.52186 4.48235 -0.65827 -0.003 0.069 -0.089 0.384
H -1.86314 3.35509 -1.87070 0.069 -0.091 0.052 0.230
H -1.04457 4.94167 2.26221 -0.011 0.106 0.025 0.452
H 0.07032 5.45910 0.96811 0.013 0.109 0.078 0.399
H 0.66009 4.44101 2.29056 0.031 -0.021 -0.004 0.363
```
Positions in Å, forces in eV/Å.

## Properties
- Highest occupied orbital energy: -7.69 eV
- ΔE to the lowest compared entry with this formula, charge and spin: 8.5 kJ/mol
- HOMO-LUMO gap: 7.9 eV


| no. | calculated total energy (eV) |
| --- | --- |
| 1 | -7829.7925 |
| 2 | -18567.2296 |
| 3 | -126286.8221 |